This record from the OMol25 dataset describes C6H12O as an isolated structure. The level of theory is wB97M-V/def2-TZVPD.

Geometry (Å):
C -2.504513 -0.761508 0.433250
C -1.227417 -0.540587 -0.302687
C -0.117904 -0.087298 0.283879
C 1.093775 0.407463 -0.426766
C 2.420508 0.529517 0.395498
C 0.115719 1.686070 -0.589016
O -0.138918 2.574433 0.200311
H -2.910846 -1.758362 0.234903
H -2.354575 -0.660568 1.512667
H -3.252237 -0.027877 0.115220
H 0.222267 -2.272541 -0.221808
H -1.215239 -0.782485 -1.369824
H -0.132164 0.252506 1.316256
H 1.266388 -0.045790 -1.422960
H 0.958875 -2.217130 -0.243831
H 3.325431 0.112987 -0.089211
H 2.378473 0.077732 1.396910
H 2.579709 1.599222 0.503593
H -0.425443 1.606891 -1.553640

Cartesian forces (eV/Å) of the 2 atoms listed first:
-0.12 -0.03 0.10
0.02 0.02 0.14

Orbital gap: 9.895 eV
Highest occupied orbital energy: -8.87 eV
LUMO: 0.0375 Ha

=====

This record from the OMol25 dataset describes C6H12O as an isolated structure. The level of theory is wB97M-V/def2-TZVPD.

Geometry (Å):
C -2.047180 0.043648 0.632237
C -0.944162 1.061225 0.654972
C 0.729390 -0.181385 -0.651651
C 0.246095 -0.888002 -1.868863
C 2.019189 0.463224 -0.284065
C 1.253747 -0.458512 0.617442
O 0.456562 0.354858 1.655954
H -2.185963 -0.425847 1.611901
H -1.870626 -0.742019 -0.104323
H -2.990642 0.548338 0.380802
H -1.044872 1.801736 1.449013
H -0.704760 1.528905 -0.288597
H -0.449410 -1.701746 -1.624169
H -0.306879 -0.184741 -2.513170
H 1.045463 -1.314481 -2.495155
H 2.045501 1.523868 -0.003793
H 2.981131 0.113412 -0.682732
H 1.640345 -1.346736 1.120213
H 0.127071 -0.195746 2.393984

Cartesian forces (eV/Å) of the 2 atoms listed first:
0.04 -0.07 -0.01
-0.25 0.18 -0.02

Orbital gap (alpha / beta): 7.083 / 7.084 eV
Highest occupied orbital energy (alpha / beta): -6.27 / -6.28 eV
LUMO (alpha / beta): 0.0297 / 0.0297 Ha

=====

This record from the OMol25 dataset describes an isolated molecule of C6H12O. The level of theory is wB97M-V/def2-TZVPD.

Geometry (Å):
C 2.736680 0.069477 0.556465
C 1.695517 0.971361 -0.019614
O 0.429614 0.631562 -0.051887
C 0.062757 -0.633050 -0.638592
C -1.196846 -0.224124 1.227338
C -1.393105 -0.672292 -0.179713
C -2.265315 0.288049 -0.983844
H 2.797336 -0.917768 0.082433
H 2.533318 -0.099481 1.631349
H 3.723804 0.533724 0.476092
H 0.281061 -0.600271 -1.716116
H 1.822344 2.051227 0.026780
H 0.637169 -1.437728 -0.167456
H -1.846109 0.551224 1.630954
H -0.884495 -0.992905 1.932997
H -1.759269 -1.704056 -0.289378
H -2.232310 0.051183 -2.053154
H -3.303258 0.232469 -0.640024
H -1.922770 1.319231 -0.838576

Cartesian forces (eV/Å) of the 2 atoms listed first:
-0.01 -0.02 0.19
1.70 0.63 -0.18

Orbital gap (alpha / beta): 8.619 / 7.751 eV
Highest occupied orbital energy (alpha / beta): -7.66 / -6.79 eV
LUMO (alpha / beta): 0.0352 / 0.0352 Ha

=====

This record from the OMol25 dataset describes an isolated molecule of C6H12O. The level of theory is wB97M-V/def2-TZVPD.

Geometry (Å):
C 1.857364 -0.426697 0.090626
C 0.857181 0.296066 -0.668547
O 0.895800 1.707877 0.173765
C -0.350128 1.838798 0.815228
C -1.027733 0.464962 0.784634
C -0.605021 -0.147102 -0.557995
C -0.915876 -1.642831 -0.671818
H 1.554980 -0.710314 1.106875
H 1.815338 -1.348503 -0.624793
H 2.854342 0.025507 0.075848
H 1.196118 0.500017 -1.696207
H -0.242033 2.205581 1.847107
H -0.973915 2.570975 0.276338
H -0.671057 -0.171750 1.606453
H -2.116626 0.534767 0.875733
H -1.140004 0.373610 -1.362523
H -1.996853 -1.811146 -0.598252
H -0.580167 -2.056969 -1.628789
H -0.438926 -2.215082 0.131876

Cartesian forces (eV/Å) of the 2 atoms listed first:
0.44 -3.29 -1.49
-0.53 3.83 1.61

Orbital gap: 10.254 eV
Highest occupied orbital energy: -9.19 eV
LUMO: 0.0390 Ha
SMILES: C[C@@H]1OCC[C@@H]1C

=====

Record order is preserved below.
Relative energy (zero: lowest compared OMol25 entry of this formula, charge and spin): 76.4, 148.2, 106.8, 29.5 kcal per mole